# 1
26
Properties=species:S:1:pos:R:3:nbo_charge:R:1 method="wB97M-V/def2-TZVPD" lumo_energy_ev=-11.438 total_charge=+2 energy_ha=-678.254114 homo_ev=-16.601 e_above_lowest_kj_mol=69.9 spin_multiplicity=1
Hf 0.090 -1.892 -0.334 2.834
C -0.692 -5.779 0.238 -0.830
H -0.593 -5.666 1.358 0.244
H -1.732 -5.835 -0.154 0.250
H -0.210 -6.742 0.011 0.271
H -0.164 -4.937 -0.229 0.098
H 0.538 -2.038 -1.919 -0.547
O -1.944 -0.751 3.211 -0.424
C -1.271 -0.821 2.086 0.676
O -1.053 -1.996 1.518 -0.843
C -0.754 0.409 1.418 0.143
C -0.954 1.694 1.939 -0.211
C -0.455 2.801 1.243 0.034
C 0.236 2.619 0.035 -0.109
C 0.742 3.711 -0.686 -0.107
C 1.426 3.499 -1.887 -0.164
C 1.610 2.200 -2.372 -0.095
C 1.110 1.105 -1.661 -0.246
C 0.421 1.307 -0.458 0.166
N -0.075 0.256 0.249 -0.695
H -1.492 1.841 2.867 0.299
H -0.611 3.795 1.644 0.267
H 0.609 4.723 -0.323 0.259
H 1.816 4.342 -2.443 0.266
H 2.141 2.042 -3.302 0.262
H 1.262 0.110 -2.049 0.202


# 2
23
Properties=species:S:1:pos:R:3:nbo_charge:R:1 method="wB97M-V/def2-TZVPD" lumo_energy_ev="0.025 / -0.601" total_charge=0 energy_ha=-723.212357 homo_ev="-7.801 / -8.431" e_above_lowest_kj_mol=485.8 spin_multiplicity=1
C 2.419 1.511 -1.333 -0.181
C 1.985 1.235 -0.221 -0.130
C -3.224 -0.257 -1.200 -0.225
C -2.393 0.734 -1.733 -0.193
C -2.726 -1.131 -0.169 -0.189
C -1.099 0.882 -1.294 -0.320
C -1.572 -0.724 0.531 -0.352
C -0.791 0.173 -0.117 0.186
C 2.180 -1.361 0.804 -0.615
C 1.909 -0.193 1.745 -0.519
C 1.461 0.891 0.984 -0.125
I 0.617 2.528 1.970 0.188
H 2.787 1.650 -2.316 0.239
H -4.131 -0.575 -1.661 0.213
H -2.732 1.375 -2.615 0.216
H -3.506 -1.725 0.183 0.211
H -0.483 1.610 -1.691 0.230
H -1.230 -1.250 1.425 0.226
H 1.127 -1.611 0.588 0.218
H 2.782 -1.061 -0.106 0.233
H 2.560 -2.321 1.255 0.220
H 1.208 -0.380 2.610 0.233
H 2.855 -0.001 2.362 0.234


# 3
23
Properties=species:S:1:pos:R:3:nbo_charge:R:1 method="wB97M-V/def2-TZVPD" lumo_energy_ev=0.807 total_charge=0 energy_ha=-480.375176 smiles=c1ccccc1.c1ccncc1 homo_ev=-8.659 e_above_lowest_kj_mol=405.7 spin_multiplicity=1
C -0.370 -0.076 -1.317 -0.275
C -0.146 0.779 -2.273 -0.213
C 0.759 0.673 -3.297 -0.225
C 1.766 -0.390 -3.204 -0.216
C 1.789 -1.182 -1.967 -0.223
C 0.601 -1.092 -1.161 -0.202
H -1.311 -0.072 -0.757 0.266
H -0.685 1.759 -2.415 0.197
H 0.732 1.533 -3.968 0.221
H 2.512 -0.726 -4.048 0.224
H 2.558 -1.883 -1.583 0.224
H 0.358 -1.754 -0.431 0.204
C -0.248 0.685 3.375 -0.156
C -1.192 -0.354 3.499 -0.265
C -1.892 -0.769 2.346 0.045
N -1.608 -0.321 1.160 -0.446
C -0.637 0.643 1.011 0.011
C -0.024 1.186 2.071 -0.245
H 0.231 0.990 4.237 0.212
H -0.940 -1.006 4.453 0.229
H -2.730 -1.461 2.295 0.201
H -0.334 0.922 0.072 0.215
H 0.810 1.915 1.903 0.218